A cluster of 2 separate species, C2H10N4 in total. Source: the OMol25 dataset; level of theory: wB97M-V/def2-TZVPD.

Geometry as XYZ:
```
16
Properties=species:S:1:pos:R:3:forces:R:3
N 0.740 -1.604 -0.577 -1.0477 -0.3828 0.5269
C -0.477 -1.138 -1.164 -0.1910 0.4841 -0.3893
N -1.661 -1.877 -0.900 0.3286 0.6978 -0.2785
H 0.967 -1.209 0.330 0.3554 -0.0606 -0.0999
H 0.804 -2.617 -0.601 0.2086 -0.0024 0.1728
H -0.284 -0.969 -2.230 -0.4809 -0.0353 -0.0519
H -0.802 -0.162 -0.756 0.6726 0.3557 -0.2271
H -2.423 -1.746 -1.566 0.1322 -0.5671 -0.0384
H -1.952 -1.859 0.069 -0.0145 -0.6546 0.2111
N -0.044 2.063 0.540 0.6326 -0.6216 1.4042
C 1.273 2.169 1.157 -0.2820 -1.2060 -2.6186
N 1.729 1.634 2.194 0.2235 -1.0120 -0.6809
H -0.606 2.882 0.424 -0.1989 -0.0611 -0.3027
H -0.312 1.153 0.216 -0.4559 0.4071 0.2817
H 1.923 2.380 0.288 0.7119 1.6182 1.3068
H 1.126 0.899 2.577 -0.5945 1.0407 0.7836
```
Forces are in eV/Å.

The calculation puts the total energy at -8185.3948 eV. Its spin multiplicity is 2. For the energy above the lowest of the compared OMol25 structures with the same formula, charge and spin, the calculation gives 34.0 kcal per mole. The expectation value of S² is 0.7567. Its charge is +1.

***

An isolated molecule of C2H10N4O. Source: the OMol25 dataset; level of theory: wB97M-V/def2-TZVPD.

Geometry as XYZ:
```
17
Properties=species:S:1:pos:R:3:forces:R:3
C -0.001 -0.106 0.659 -3.7024 -0.5516 -0.1012
C -2.454 -0.310 -0.235 0.2868 0.2468 -0.3035
N 0.368 -0.820 -0.487 3.0271 0.8102 -0.8784
N 2.012 -0.776 -0.580 -1.3079 -1.5842 -0.3195
N 2.705 0.317 -0.090 -0.7063 0.6126 -0.3797
N 0.065 1.294 0.499 -0.0929 -0.2670 -0.0824
O -1.555 -0.617 0.800 2.1178 0.4249 1.0040
H 0.149 -1.802 -0.327 0.4037 0.1969 0.1045
H 2.156 -0.835 -1.595 -0.2146 0.3177 0.6980
H 0.443 -0.433 1.601 -0.3599 -0.0223 0.1620
H 2.799 0.294 0.922 -0.1428 -0.2122 -0.3177
H 2.256 1.199 -0.355 0.3394 -0.1979 0.2865
H -0.219 1.528 -0.445 -0.1171 0.0868 0.0188
H -0.553 1.736 1.169 0.1473 0.1252 0.0041
H -3.477 -0.506 0.114 0.3313 -0.0137 0.1330
H -2.412 0.753 -0.518 -0.0132 -0.0839 -0.0503
H -2.281 -0.918 -1.132 0.0036 0.1118 0.0218
```
Forces are in eV/Å.

The calculation puts the total energy at -10240.9090 eV. Its SMILES is CO[C@H](N)NNN. For the energy above the lowest of the compared OMol25 structures with the same formula, charge and spin, the calculation gives 97.3 kcal per mole.

***

A cluster of 2 separate species, C2H10N4O2 in total. Source: the OMol25 dataset; level of theory: wB97M-V/def2-TZVPD.

Geometry as XYZ:
```
18
Properties=species:S:1:pos:R:3:forces:R:3
C 0.377 -1.622 -1.816 -0.2914 -0.2002 0.2538
C 0.485 0.794 -0.200 -0.4777 0.7404 0.6721
N 1.683 1.058 0.428 -0.4137 -0.1147 -0.2553
O 0.576 -1.262 -0.479 0.2360 0.3304 0.2753
O 0.047 1.353 -1.178 0.2170 -0.5272 0.3334
H 2.374 1.396 -0.227 0.0327 -0.1765 0.0970
H 1.990 0.346 1.075 0.0852 0.0685 -0.1359
H 1.296 -2.020 -2.268 -0.0240 0.0490 0.0940
H 0.051 -0.761 -2.422 0.0192 -0.0023 0.0555
H -0.392 -2.402 -1.903 0.0260 0.0263 -0.0981
N -0.589 0.254 0.853 0.6129 -0.8707 -0.1811
N -1.931 0.565 0.477 0.3978 -0.0318 0.0459
N -0.271 0.492 2.216 -0.0535 0.2732 -0.2243
H -0.226 -0.836 0.538 -0.4907 0.3939 -1.0424
H -1.876 1.367 -0.154 0.0539 -0.0567 0.0195
H -2.263 -0.207 -0.096 0.0665 0.0025 0.0469
H -0.358 1.489 2.397 -0.0695 -0.0444 0.0869
H -0.973 -0.005 2.759 0.0733 0.1404 -0.0434
```
Forces are in eV/Å.

The calculation puts the total energy at -12288.5716 eV. For the energy above the lowest of the compared OMol25 structures with the same formula, charge and spin, the calculation gives 86.2 kcal per mole.

***

A cluster of 3 separate species, C2H10N4S in total. Source: the OMol25 dataset; level of theory: wB97M-V/def2-TZVPD.

Geometry as XYZ:
```
17
Properties=species:S:1:pos:R:3:forces:R:3
C -4.743 11.377 -3.737 -1.0665 0.5703 0.4861
C 2.306 -11.067 2.266 -0.6355 1.2923 1.0130
N -4.329 12.160 -2.772 -1.2818 0.8417 -3.4118
N 4.057 -9.821 3.024 3.1718 0.4794 -0.6385
N -3.552 11.774 -1.787 0.9476 -1.6934 0.7333
N 3.656 -10.467 2.089 -0.7604 0.0815 -0.5542
S 6.620 -9.148 2.750 -1.9082 -0.4774 1.1127
H -4.733 10.283 -3.645 0.7241 0.5347 0.2226
H -5.321 11.735 -4.616 0.6113 0.3384 1.0300
H 2.122 -11.743 1.499 -0.2634 -1.0856 -1.5559
H 2.369 -11.601 3.193 -0.2589 -0.1835 0.5348
H 1.523 -10.275 2.303 0.7612 -0.5256 -0.0401
H -4.530 13.230 -2.838 0.5000 -2.3750 0.1230
H -3.351 12.483 -1.121 0.4332 0.0870 0.6196
H -3.042 10.855 -1.860 -0.8762 1.7182 0.1923
H 4.069 -10.656 1.125 0.3694 0.4846 1.2695
H 6.881 -9.117 4.127 -0.4677 -0.0877 -1.1364
```
Forces are in eV/Å.

The calculation puts the total energy at -19010.0050 eV. For the energy above the lowest of the compared OMol25 structures with the same formula, charge and spin, the calculation gives 68.7 kcal per mole. Its charge is +2.

***

A cluster of 2 separate species, C2H10N5P in total. Source: the OMol25 dataset; level of theory: wB97M-V/def2-TZVPD.

Geometry as XYZ:
```
18
Properties=species:S:1:pos:R:3:forces:R:3
C -1.623 0.769 -0.390 0.3322 0.8742 0.6898
C 1.435 -1.337 0.501 -3.3108 -1.4571 -0.8634
N -2.005 1.597 -1.355 1.7809 1.4350 -1.7561
N -2.539 0.270 0.442 -2.8372 -0.2308 0.0307
N 0.855 -2.226 -0.337 0.0245 0.5914 0.1446
N 2.671 -1.260 0.781 2.2759 2.5158 1.2241
N -0.310 0.555 -0.086 1.4900 -0.0044 -0.8355
P 0.182 -0.204 1.456 1.2965 0.0852 -1.3282
H -2.985 1.879 -1.382 0.4061 -0.2138 -0.3606
H -1.323 2.153 -2.048 -2.0162 -1.7497 2.4307
H -3.526 0.618 0.301 1.5664 -0.5495 0.2330
H -2.573 -0.649 0.923 0.7724 1.0677 -0.5644
H 1.322 -2.814 -1.014 0.7300 -0.0145 0.2694
H -0.149 -2.296 -0.492 0.3344 0.4222 0.5296
H 3.447 -1.832 0.356 -0.9906 0.8965 0.7614
H 2.782 -0.303 1.410 0.7914 -2.9504 -1.5217
H 0.416 0.900 -0.799 -1.5341 -0.7211 1.4500
H 2.320 0.513 2.601 -1.1119 0.0033 -0.5333
```
Forces are in eV/Å.

The calculation puts the total energy at -18955.9769 eV. For the energy above the lowest of the compared OMol25 structures with the same formula, charge and spin, the calculation gives 72.4 kcal per mole. Its charge is +2.

***

A cluster of 2 separate species, C2H10NO in total. Source: the OMol25 dataset; level of theory: wB97M-V/def2-TZVPD.

Geometry as XYZ:
```
14
Properties=species:S:1:pos:R:3:forces:R:3
O -1.757 1.454 -1.278 0.8779 2.7975 1.5210
H -2.492 1.225 -1.784 -1.8094 -1.6224 -1.6849
H 1.334 -0.108 -0.833 1.6198 -1.1372 -0.6941
H -2.073 2.392 -1.109 1.1913 -1.2466 0.2007
C 0.564 -1.682 0.676 -0.5830 1.4478 1.2421
C 0.247 -0.115 0.867 -3.6131 -4.5510 -3.5205
N 0.910 0.569 -0.265 -0.4451 1.9421 0.7112
H 1.564 -1.870 0.402 1.5685 0.0249 0.0764
H 0.407 -2.016 1.682 -0.0846 -1.0914 0.3011
H -0.001 -2.283 -0.073 -0.4018 1.1209 0.6658
H -0.925 -0.189 0.797 2.2035 1.1410 -0.3869
H 0.435 0.480 1.665 1.0426 0.6244 3.1427
H 0.171 0.880 -0.906 -0.1032 1.5084 0.1300
H 1.616 1.265 0.158 -1.4632 -0.9584 -1.7048
```
Forces are in eV/Å.

The calculation puts the total energy at -5766.1481 eV. For the energy above the lowest of the compared OMol25 structures with the same formula, charge and spin, the calculation gives 35.4 kcal per mole. Its charge is +1.